71
Properties=species:S:1:pos:R:3 method="wB97M-V/def2-TZVPD" largest_force_ev_per_a=1.7 orbital_gap_ev=5.8 homo_energy_ev=-13.3 charge=+2 lumo_energy_ev=-7.46 spin_multiplicity=1
In 1.82 1.13 -1.83
Br 5.60 -3.43 2.65
C 5.01 -2.27 1.28
C 5.16 -2.63 -0.06
C 4.66 -1.83 -1.06
C 4.01 -0.62 -0.77
O 3.65 0.16 -1.78
C 3.87 -0.25 0.60
C 3.22 0.96 1.02
N 2.41 1.65 0.29
C 1.80 2.83 0.71
C 1.48 3.14 2.01
C 0.86 4.36 2.34
C 0.56 5.27 1.37
C 0.84 4.98 0.01
C 0.53 5.88 -1.04
C 0.78 5.52 -2.33
C 1.32 4.25 -2.59
N 1.65 3.41 -1.63
C 1.43 3.75 -0.32
C 4.40 -1.08 1.60
H 5.68 -3.55 -0.31
H 4.79 -2.09 -2.10
H 3.46 1.31 2.03
H 1.70 2.44 2.80
H 0.62 4.57 3.37
H 0.11 6.22 1.62
H 0.08 6.83 -0.81
H 0.56 6.18 -3.16
H 1.50 3.93 -3.61
H 4.31 -0.79 2.64
C -3.24 2.30 0.93
C -3.40 0.83 1.31
C -2.30 0.31 2.24
C -0.91 0.25 1.59
N -0.80 -0.86 0.64
C -0.82 -0.80 -0.71
Se -0.83 0.78 -1.72
N -0.79 -2.05 -1.21
C -0.81 -2.43 -2.63
C -2.16 -2.23 -3.32
C -3.34 -2.99 -2.68
C -3.95 -2.28 -1.47
C -0.75 -2.95 -0.15
C -0.71 -4.34 -0.11
C -0.66 -4.92 1.13
C -0.65 -4.16 2.31
C -0.71 -2.78 2.28
C -0.76 -2.19 1.02
H -4.17 2.67 0.50
H -2.45 2.46 0.19
H -3.01 2.91 1.81
H -3.45 0.21 0.42
H -4.34 0.70 1.84
H -2.56 -0.68 2.60
H -2.22 0.96 3.11
H -0.14 0.09 2.35
H -0.69 1.18 1.07
H -0.53 -3.48 -2.67
H -0.04 -1.85 -3.14
H -2.02 -2.57 -4.35
H -2.41 -1.17 -3.36
H -3.04 -4.00 -2.41
H -4.11 -3.08 -3.45
H -3.34 -2.39 -0.57
H -4.94 -2.69 -1.25
H -4.08 -1.21 -1.68
H -0.72 -4.94 -1.01
H -0.63 -6.00 1.21
H -0.62 -4.67 3.27
H -0.73 -2.20 3.19